# 1
Molecular formula: C2H4F2S
Method: DFT, ωB97M-V/def2-TZVPD

Output
Spin multiplicity: 3
HOMO (alpha / beta) in Eh: -0.242 / -0.395
Strongest force on any atom in eV Å⁻¹: 3.98
LUMO energy (alpha / beta) in eV: 0.6 / -4.0
Energy relative to the best compared isomer or geometry (same formula, charge and spin) in kcal per mole: 57.9
Electronic energy in a.u.: -676.29643
Gap between HOMO and LUMO (alpha / beta) in Eh: 0.26314 / 0.24912
Total charge: 0

Element x y z (Å)
C1 -1.12 0.12 -0.19
C2 0.28 -0.14 0.14
F1 0.95 -1.99 -0.35
F2 0.46 -0.46 1.37
S1 1.40 0.90 -0.57
H1 -1.43 0.69 0.69
H2 -1.17 0.86 -1.03
H3 -1.81 -0.80 -0.45
H4 2.44 0.83 0.40

***

# 2
Molecular formula: C2H4F2Si
Method: DFT, ωB97M-V/def2-TZVPD

Output
HOMO in Eh: -0.352
Strongest force on any atom in eV Å⁻¹: 5.54
LUMO energy in eV: 0.1
Energy relative to the best compared isomer or geometry (same formula, charge and spin) in kcal per mole: 138.3
Electronic energy in a.u.: -567.70262
Gap between HOMO and LUMO in Eh: 0.35687
Total charge: 0

Element x y z (Å)
C1 1.74 -0.42 -0.76
C2 2.81 -0.03 -0.08
F1 4.09 -0.41 -0.17
F2 2.78 0.86 0.94
Si1 -0.51 0.51 -0.12
H1 1.73 -1.26 -1.30
H2 -0.99 1.72 -0.97
H3 -0.27 0.64 1.22
H4 -1.35 -0.58 -0.48

***

# 3
Molecular formula: C2H4F3N
Method: DFT, ωB97M-V/def2-TZVPD

Output
HOMO in Eh: -0.316
Strongest force on any atom in eV Å⁻¹: 3.98
LUMO energy in eV: 1.0
Energy relative to the best compared isomer or geometry (same formula, charge and spin) in kcal per mole: 74.6
Electronic energy in a.u.: -432.85678
Gap between HOMO and LUMO in Eh: 0.35349
Total charge: 0

Element x y z (Å)
C1 -0.81 0.22 -0.46
C2 1.44 0.47 -0.06
N1 -1.33 -0.81 0.43
F1 -1.30 1.46 -0.10
F2 2.22 -0.07 -0.99
F3 1.67 -0.18 1.09
H1 -1.13 -0.08 -1.47
H2 1.47 1.59 0.18
H3 -1.00 -0.82 1.41
H4 -1.24 -1.77 -0.03

***

# 4
Molecular formula: C2H4F3NO2S
Method: DFT, ωB97M-V/def2-TZVPD

Output
Spin multiplicity: 3
HOMO (alpha / beta) in Eh: -0.276 / -0.382
Strongest force on any atom in eV Å⁻¹: 4.93
LUMO energy (alpha / beta) in eV: 0.7 / -3.5
Energy relative to the best compared isomer or geometry (same formula, charge and spin) in kcal per mole: 12.8
Electronic energy in a.u.: -981.37234
Gap between HOMO and LUMO (alpha / beta) in Eh: 0.30301 / 0.25302
Total charge: 0

Element x y z (Å)
C1 -1.66 -0.78 -1.04
C2 1.54 -0.30 0.36
N1 0.28 1.76 1.56
O1 0.34 1.51 -0.94
O2 -1.52 -0.34 0.31
F1 1.83 -0.86 1.54
F2 1.32 -1.20 -0.55
F3 2.52 0.54 0.12
S1 0.14 0.93 0.32
H1 -0.90 -0.12 -1.56
H2 -2.74 -0.46 -1.19
H3 -1.44 -1.84 -1.31
H4 0.29 1.18 2.39